# 1
ORCA calculation (ωB97M-V/def2-TZVPD) on a structure of composition C22H16AuN2O3S3.

The gap between HOMO and LUMO comes out at 6.9962 eV. As for the HOMO energy: -0.4360 hartree.

ORCA input file:
```
! wB97M-V def2-TZVPD RIJCOSX def2/J DEFGRID3
* xyz 1 1
Au -0.889 -0.626 0.366
S -2.503 -2.249 -0.134
C -3.278 -0.797 -0.691
N -2.516 0.260 -0.518
C -3.151 1.456 -0.858
C -2.657 2.749 -0.751
C -3.467 3.786 -1.170
C -4.744 3.550 -1.688
C -5.244 2.267 -1.786
C -4.434 1.221 -1.358
S -4.819 -0.485 -1.341
H -1.684 2.937 -0.324
H -3.108 4.803 -1.089
H -5.353 4.383 -2.007
H -6.236 2.082 -2.175
O 2.020 -1.880 -0.446
C 1.560 -2.343 0.576
N 0.415 -1.875 1.201
C 0.091 -2.637 2.339
O -0.897 -2.474 3.002
C 1.191 -3.635 2.479
C 1.396 -4.602 3.439
C 2.529 -5.401 3.299
C 3.411 -5.226 2.236
C 3.194 -4.245 1.271
C 2.070 -3.460 1.419
H 0.706 -4.732 4.261
H 2.729 -6.175 4.028
H 4.278 -5.867 2.158
H 3.872 -4.105 0.440
C 2.046 0.782 1.501
S 0.521 1.240 0.722
O -0.141 2.287 1.489
C 1.024 1.852 -0.859
C 1.394 0.970 -1.867
C 1.779 1.502 -3.087
C 1.785 2.878 -3.279
C 1.411 3.739 -2.256
C 1.021 3.230 -1.027
H 2.591 1.715 1.642
H 2.581 0.102 0.840
H 1.806 0.317 2.455
H 1.404 -0.101 -1.698
H 2.075 0.839 -3.888
H 2.085 3.283 -4.236
H 1.420 4.809 -2.414
H 0.717 3.878 -0.216
*
```

=====

# 2
ORCA calculation (ωB97M-V/def2-TZVPD) on a structure of composition C37H100O22 at a distorted geometry.

The gap between HOMO and LUMO comes out at 8.2508 eV. As for the HOMO energy: -0.3009 hartree.

ORCA input file:
```
! wB97M-V def2-TZVPD RIJCOSX def2/J DEFGRID3
* xyz 0 1
C -2.807 2.924 -0.072
O -2.528 3.724 -1.202
C -1.803 3.014 -2.223
C -1.413 3.908 -3.482
O -0.394 4.953 -3.205
C -0.494 5.662 -1.991
H -3.166 1.906 -0.221
H -3.519 3.526 0.493
H -1.901 2.768 0.515
H -2.272 2.067 -2.493
H -0.866 2.718 -1.751
H -2.330 4.375 -3.840
H -0.955 3.406 -4.334
H -0.461 5.003 -1.122
H -1.449 6.172 -1.866
H 0.306 6.401 -2.028
C 1.572 -3.202 -3.386
O 0.723 -3.068 -2.291
C 0.530 -4.242 -1.520
C -0.074 -5.403 -2.270
O 0.827 -6.007 -3.049
C 0.390 -6.806 -4.077
H 1.132 -3.631 -4.287
H 2.551 -3.606 -3.128
H 1.926 -2.201 -3.633
H -0.180 -4.132 -0.701
H 1.393 -4.537 -0.923
H -0.844 -4.978 -2.913
H -0.481 -6.105 -1.542
H -0.032 -7.682 -3.585
H 1.146 -7.180 -4.768
H -0.487 -6.394 -4.575
C 2.980 0.655 -3.249
O 3.432 0.186 -1.983
C 2.695 0.860 -0.922
C 3.168 0.648 0.534
O 4.400 1.305 0.955
C 5.674 0.783 0.541
H 3.081 1.733 -3.372
H 1.909 0.474 -3.345
H 3.444 0.263 -4.155
H 1.657 0.545 -0.815
H 2.746 1.934 -1.098
H 3.230 -0.421 0.735
H 2.450 1.103 1.216
H 5.890 0.813 -0.527
H 5.860 -0.198 0.979
H 6.516 1.313 0.987
C -5.712 -0.043 4.338
O -6.017 -0.544 3.008
C -5.922 0.465 2.011
C -5.878 -0.175 0.573
O -4.700 -0.878 0.225
C -3.726 0.036 -0.264
H -5.870 -0.912 4.976
H -6.290 0.842 4.604
H -4.654 0.220 4.331
H -5.008 1.027 2.204
H -6.630 1.294 2.011
H -6.319 0.534 -0.129
H -6.670 -0.908 0.726
H -2.916 -0.561 -0.682
H -3.328 0.819 0.381
H -3.941 0.583 -1.182
C 6.561 -4.520 0.581
O 5.891 -3.441 1.217
C 4.632 -3.031 0.856
C 4.037 -2.139 2.000
O 2.758 -1.634 1.444
C 1.945 -0.778 2.368
H 6.927 -4.207 -0.396
H 6.000 -5.452 0.520
H 7.504 -4.557 1.127
H 3.875 -3.730 0.498
H 4.751 -2.381 -0.011
H 4.619 -1.234 2.178
H 4.082 -2.621 2.976
H 1.370 -1.483 2.968
H 1.165 -0.347 1.739
H 2.495 -0.044 2.957
C -2.622 -7.558 -3.178
O -3.171 -7.229 -4.397
C -3.966 -6.019 -4.515
C -3.151 -4.743 -4.541
O -2.779 -4.519 -3.154
C -2.258 -3.264 -2.760
H -1.824 -6.854 -2.944
H -2.207 -8.538 -3.415
H -3.453 -7.735 -2.495
H -4.700 -5.870 -3.723
H -4.459 -6.136 -5.479
H -3.615 -3.836 -4.931
H -2.236 -4.915 -5.107
H -3.020 -2.559 -3.093
H -1.299 -2.972 -3.186
H -2.328 -3.165 -1.676
C 2.263 4.997 0.167
O 3.455 4.604 0.774
C 4.103 3.446 0.170
C 4.847 3.833 -1.054
O 4.039 4.050 -2.263
C 4.756 4.736 -3.270
H 2.409 4.930 -0.911
H 1.978 6.023 0.403
H 1.492 4.313 0.520
H 3.380 2.636 0.075
H 4.752 3.121 0.983
H 5.474 2.973 -1.292
H 5.621 4.585 -0.900
H 5.512 4.011 -3.571
H 5.262 5.606 -2.851
H 4.097 4.954 -4.111
C -1.162 -2.317 -0.664
O -0.877 -0.959 -0.783
C -0.802 -0.165 0.408
C -0.343 1.217 -0.065
O -0.377 2.060 1.071
C 0.852 2.682 1.420
H -2.133 -2.475 -0.194
H -0.418 -2.970 -0.208
H -1.235 -2.764 -1.655
H -0.168 -0.649 1.151
H -1.788 -0.203 0.871
H -0.959 1.595 -0.881
H 0.672 1.224 -0.463
H 1.360 3.107 0.555
H 1.399 1.846 1.856
H 0.659 3.463 2.156
C -2.595 0.885 2.513
O -2.404 1.078 3.862
C -2.546 2.466 4.307
C -2.169 2.644 5.777
O -3.258 1.916 6.468
C -3.281 2.062 7.858
H -2.810 -0.074 2.041
H -1.713 1.157 1.933
H -3.492 1.382 2.143
H -3.536 2.871 4.098
H -1.937 3.093 3.657
H -2.294 3.709 5.971
H -1.194 2.239 6.048
H -2.582 1.348 8.292
H -4.266 1.634 8.043
H -3.127 3.058 8.274
O 0.405 4.928 1.838
H -0.506 4.644 1.922
H 0.881 4.400 2.479
O -0.682 -0.201 -2.983
H -0.057 -0.642 -3.558
H -0.317 -0.309 -2.104
O 1.105 3.728 3.409
H 1.831 4.020 3.959
H 1.187 2.775 3.389
C 0.221 0.619 3.526
O 0.038 -0.603 2.852
H 1.271 0.894 3.626
H -0.387 1.357 3.003
H -0.111 0.559 4.562
H -0.903 -0.783 2.783
*
```

=====

# 3
ORCA calculation (ωB97M-V/def2-TZVPD) on a cluster of 8 separate species, C23H65N3O11 in total at a distorted geometry.

The gap between HOMO and LUMO comes out at 8.6518 eV. The structure (SMILES) is COCCNCCOC.COCCNCCOC.COCCNCCOC.CO.CO.CO.CO.CO. As for the HOMO energy: -0.3099 hartree.

ORCA input file:
```
! wB97M-V def2-TZVPD RIJCOSX def2/J DEFGRID3
* xyz 0 1
C -1.007 6.574 -1.310
O -0.484 5.589 -0.425
H -1.532 6.003 -2.076
H -1.752 7.172 -0.786
H -0.249 7.221 -1.754
H 0.134 6.014 0.174
C 2.511 -0.357 1.275
O 3.503 0.499 1.821
H 2.868 -0.540 0.262
H 2.395 -1.323 1.765
H 1.521 0.098 1.314
H 3.120 1.316 2.151
C -1.875 4.456 2.748
O -1.948 4.036 1.426
H -1.624 3.638 3.425
H -1.043 5.151 2.862
H -2.835 4.866 3.063
H -1.302 4.476 0.868
C -3.217 3.007 -4.288
O -2.673 2.622 -5.535
H -4.250 3.345 -4.364
H -3.249 2.159 -3.604
H -2.558 3.748 -3.834
H -2.630 3.428 -6.055
C -0.523 2.277 -1.745
O 0.513 1.298 -1.610
H -1.483 1.860 -2.048
H -0.649 2.786 -0.790
H -0.184 3.108 -2.364
H 1.284 1.700 -1.204
C -0.747 -10.914 -4.191
O -0.018 -9.699 -4.497
C -0.133 -8.697 -3.512
C 0.440 -7.359 -3.971
N 0.349 -6.332 -2.904
C 0.989 -5.101 -3.338
C 1.048 -4.115 -2.167
O 1.744 -2.955 -2.656
C 2.019 -1.946 -1.697
H -0.535 -11.197 -3.159
H -0.636 -11.752 -4.879
H -1.812 -10.681 -4.179
H 0.399 -9.012 -2.615
H -1.185 -8.575 -3.253
H -0.030 -7.012 -4.891
H 1.468 -7.631 -4.215
H -0.645 -6.155 -2.876
H 0.396 -4.604 -4.105
H 2.007 -5.292 -3.679
H 1.620 -4.505 -1.326
H 0.040 -3.903 -1.811
H 2.781 -1.276 -2.095
H 2.567 -2.451 -0.901
H 1.184 -1.347 -1.333
C 1.841 2.538 3.689
O 2.355 2.708 2.378
C 1.435 3.125 1.356
C 2.190 3.540 0.116
N 2.883 2.421 -0.493
C 3.789 2.726 -1.613
C 3.197 3.559 -2.750
O 3.095 4.932 -2.459
C 2.197 5.550 -3.371
H 1.409 3.464 4.069
H 2.558 2.066 4.360
H 1.066 1.775 3.618
H 0.786 3.944 1.668
H 0.757 2.320 1.072
H 2.882 4.341 0.374
H 1.485 3.946 -0.609
H 3.492 2.111 0.251
H 4.139 1.793 -2.055
H 4.735 3.072 -1.198
H 2.230 3.106 -2.970
H 3.800 3.492 -3.656
H 1.977 6.568 -3.051
H 1.242 5.027 -3.430
H 2.672 5.606 -4.350
C -2.205 -4.253 6.711
O -2.854 -3.054 6.199
C -2.222 -1.811 6.680
C -2.813 -0.640 5.927
N -2.195 -0.500 4.618
C -2.618 0.684 3.858
C -1.831 0.656 2.538
O -2.284 -0.539 1.827
C -1.599 -0.706 0.592
H -2.336 -4.424 7.779
H -1.119 -4.231 6.611
H -2.626 -5.161 6.281
H -1.141 -1.830 6.540
H -2.357 -1.742 7.759
H -2.766 0.272 6.522
H -3.865 -0.883 5.774
H -2.337 -1.364 4.114
H -2.392 1.559 4.467
H -3.694 0.621 3.699
H -0.765 0.689 2.764
H -2.089 1.525 1.933
H -0.570 -1.048 0.702
H -1.505 0.218 0.023
H -2.119 -1.480 0.027
*
```